No. 1
# C22H41BrNP3SSn

C22H41BrNP3SSn as an isolated structure (the ωB97M-V functional and the def2-TZVPD basis, the OMol25 dataset).

Geometry as ORCA input:
```
! RIJCOSX wB97M-V def2-TZVPD def2/J DEFGRID3
* xyz 4 1
Sn 0.13 0.22 0.98
P 2.18 1.33 2.24
P -1.95 1.93 1.35
P 0.69 1.09 -1.40
H -1.01 -2.42 0.73
C -0.21 -1.99 0.11
C 1.12 -1.96 0.61
H 1.33 -2.39 1.60
C 2.66 0.88 3.92
C 2.07 3.15 2.30
C 3.70 0.97 1.30
C -3.44 1.27 0.54
C -2.57 2.41 2.99
C -1.64 3.57 0.57
C 1.85 -0.01 -2.23
C 1.40 2.76 -1.46
C -0.86 1.10 -2.36
H -0.39 -1.93 -0.96
H 1.96 -1.86 -0.07
H 2.65 -0.21 4.04
H 1.97 1.30 4.65
H 3.67 1.26 4.13
H 1.21 3.44 2.93
H 1.92 3.58 1.30
H 2.98 3.57 2.75
H 3.85 -0.12 1.28
H 4.56 1.44 1.80
H 3.62 1.33 0.26
H -4.28 1.97 0.63
H -3.71 0.33 1.04
H -3.24 1.06 -0.52
H -3.44 3.07 2.88
H -1.79 2.95 3.54
H -2.85 1.53 3.57
H -2.49 4.24 0.76
H -1.50 3.48 -0.52
H -0.74 4.02 1.01
H 2.03 0.36 -3.25
H 1.45 -1.03 -2.30
H 2.81 -0.04 -1.69
H 1.50 3.08 -2.50
H 2.39 2.76 -0.99
H 0.76 3.48 -0.93
H -0.65 1.32 -3.42
H -1.56 1.85 -1.97
H -1.33 0.11 -2.31
C -0.50 -2.55 -5.85
C -1.67 -2.78 -6.60
C -1.93 -4.05 -7.12
C -1.01 -5.09 -6.92
C 0.17 -4.86 -6.20
C 0.43 -3.59 -5.68
S -0.16 -1.00 -5.14
H -1.30 -0.36 -5.48
H -2.37 -1.95 -6.75
H -2.85 -4.22 -7.68
H -1.22 -6.08 -7.32
H 0.90 -5.66 -6.04
H 1.35 -3.38 -5.12
Br -0.70 -4.19 5.65
C -0.68 -2.37 5.14
C -0.76 -1.37 6.12
C -0.67 -0.04 5.74
C -0.48 0.27 4.39
N -0.41 -0.69 3.45
C -0.52 -1.99 3.80
H -0.87 -1.65 7.16
H -0.70 0.78 6.45
H -0.38 1.31 4.07
H -0.48 -2.73 2.99
*
```

ΔE to the lowest compared entry with this formula, charge and spin = 0.00 kcal per mole
Frontier orbital gap (spin up / spin down) = 6.5 / 4.4 eV
Highest occupied orbital energy (spin up / spin down) = -18.46 / -17.80 eV

***

No. 2
# C22H41ClInNOP3

C22H41ClInNOP3 as an isolated structure (the ωB97M-V functional and the def2-TZVPD basis, the OMol25 dataset).

Geometry as ORCA input:
```
! RIJCOSX wB97M-V def2-TZVPD def2/J DEFGRID3
* xyz 3 1
In -0.32 0.27 -0.25
P -1.53 0.22 -2.53
P -1.66 2.04 1.14
P 2.19 -0.41 -0.19
H -0.41 -0.15 4.98
C 0.63 -0.25 4.62
C 1.41 0.82 4.41
H 1.08 1.83 4.67
C -2.66 -1.21 -2.35
C -2.61 1.59 -3.07
C -0.58 -0.18 -4.03
C -1.11 2.47 2.82
C -2.00 3.67 0.38
C -3.33 1.34 1.37
C 3.04 -0.22 1.41
C 3.35 0.06 -1.51
C 2.10 -2.22 -0.41
H 1.00 -1.27 4.44
H 2.47 0.74 4.17
H -3.37 -1.20 -3.19
H -3.23 -1.11 -1.42
H -2.11 -2.17 -2.38
H -3.10 1.29 -4.01
H -2.02 2.50 -3.26
H -3.38 1.79 -2.33
H -1.27 -0.24 -4.89
H -0.07 -1.13 -3.91
H 0.16 0.61 -4.23
H -1.97 2.61 3.49
H -0.53 3.41 2.79
H -0.46 1.69 3.23
H -2.95 4.08 0.75
H -2.06 3.58 -0.72
H -1.19 4.38 0.62
H -4.01 2.08 1.79
H -3.27 0.47 2.04
H -3.72 1.00 0.41
H 3.66 -1.11 1.62
H 2.30 -0.10 2.22
H 3.68 0.67 1.38
H 4.14 -0.70 -1.60
H 3.81 1.03 -1.28
H 2.82 0.14 -2.46
H 3.11 -2.66 -0.38
H 1.63 -2.45 -1.37
H 1.47 -2.64 0.39
C -0.70 -4.27 0.22
C -1.79 -5.03 -0.28
C -1.88 -6.39 0.07
C -0.89 -7.00 0.84
C 0.26 -6.28 1.20
C 0.37 -4.92 0.84
O -0.67 -2.89 0.19
H -1.54 -2.45 0.06
H -2.54 -4.57 -0.90
H -2.74 -6.98 -0.24
H -0.99 -8.04 1.18
H 1.07 -6.73 1.76
H 1.28 -4.37 1.08
Cl 3.41 4.96 1.56
C 2.54 4.39 0.19
C 2.55 5.10 -1.02
C 1.82 4.57 -2.08
C 1.12 3.38 -1.90
N 1.11 2.71 -0.75
C 1.80 3.20 0.29
H 3.12 6.02 -1.09
H 1.79 5.07 -3.05
H 0.54 2.95 -2.73
H 1.80 2.65 1.23
*
```

Frontier orbital gap = 4.4 eV
Highest occupied orbital energy = -15.45 eV

***

No. 3
# C22H42CeCl3N2O4SSi

C22H42CeCl3N2O4SSi as an isolated structure (the ωB97M-V functional and the def2-TZVPD basis, the OMol25 dataset).

Geometry as ORCA input:
```
! RIJCOSX wB97M-V def2-TZVPD def2/J DEFGRID3
* xyz 0 2
C -2.81 2.28 -2.16
C -2.80 0.90 -2.73
H -2.16 2.94 -2.74
H -2.48 2.29 -1.11
H -3.83 2.71 -2.20
C -3.12 0.69 -4.03
C -3.14 1.75 -5.08
H -3.46 -0.28 -4.37
H -2.25 2.39 -5.02
H -4.04 2.38 -5.06
H -3.14 1.29 -6.08
Ce -0.39 1.12 1.77
Cl -1.53 3.39 2.01
Cl -2.54 -0.38 1.82
C 0.03 -1.80 3.44
O 0.55 -0.80 2.87
N 0.52 -3.03 3.36
C 1.85 -3.26 2.78
C -0.33 -4.18 3.66
H -0.89 -1.71 4.02
H 2.59 -2.58 3.24
H 1.82 -3.10 1.69
H 2.12 -4.30 2.98
H -0.95 -3.93 4.53
H 0.29 -5.06 3.87
H -0.98 -4.42 2.81
H 3.26 5.95 0.79
H 1.45 3.51 -1.34
C 3.78 5.04 0.45
C 2.54 3.53 -1.18
N 2.82 3.97 0.19
H 4.48 4.72 1.24
C 2.18 3.35 1.18
O 1.33 2.44 0.93
H 2.93 2.51 -1.34
H 2.36 3.66 2.22
H 4.31 5.24 -0.48
H 3.03 4.23 -1.86
O -1.26 0.01 -1.01
C -2.52 -0.22 -1.72
C -1.99 -1.93 -3.54
C -2.66 -1.61 -2.35
H -1.39 -1.16 -4.06
C -2.08 -3.22 -4.10
H -3.26 -0.15 -0.91
C -3.53 -2.57 -1.78
H -1.48 -3.48 -4.97
C -2.96 -4.14 -3.53
C -3.67 -3.82 -2.38
H -4.07 -2.31 -0.86
H -3.03 -5.14 -3.97
H -4.34 -4.57 -1.94
Si 0.23 -0.82 -1.62
Cl 0.57 0.55 -3.15
C 0.92 -2.18 -2.85
C -0.22 -2.51 -0.68
C 1.42 -0.26 -0.24
H 0.57 -3.20 -2.65
H 2.01 -2.18 -2.70
H 0.70 -1.99 -3.89
H 1.49 0.83 -0.19
H 2.42 -0.62 -0.41
H 1.10 -0.64 0.75
H -0.97 -3.04 -1.27
H -0.62 -2.37 0.32
H 0.67 -3.15 -0.63
C 2.75 0.98 5.54
S 1.42 2.12 5.12
C 2.44 3.61 5.01
O 1.00 1.77 3.69
H 2.96 1.13 6.61
H 3.65 1.18 4.93
H 2.42 -0.05 5.36
H 3.43 3.35 4.62
H 1.95 4.34 4.36
H 2.54 4.03 6.02
*
```

ΔE to the lowest compared entry with this formula, charge and spin = 61.40 kcal per mole
Frontier orbital gap (spin up / spin down) = 5.8 / 5.8 eV
Highest occupied orbital energy (spin up / spin down) = -6.21 / -6.21 eV

***

For reference, electronic energy by record: -5126.689343 -2666.285027 -3817.472706 Ha.